C4H15N2O4S | ωB97M-V with the def2-TZVPD basis set

Element x y z (Å)
O  1.85945  0.32309  1.52965
C  1.23901  1.36117  1.32243
C  -0.20022  1.26021  0.70338
C  -0.07419  2.04465  -0.61338
S  1.72465  2.35257  -0.53850
N  -0.59552  -0.15423  0.43322
C  -0.87369  -0.94994  1.62718
N  -2.30043  -1.34872  1.60218
H  1.43068  2.15687  1.97184
H  -0.95497  1.72539  1.41071
H  -0.68087  2.97354  -0.58451
H  -0.39307  1.46535  -1.51128
H  0.14107  -0.57435  -0.13795
H  -0.72283  -0.34964  2.55290
H  -0.28766  -1.85487  1.70671
H  -2.46054  -1.91952  0.74380
H  -2.91388  -0.55876  1.61775
H  2.30698  -0.66907  0.21937
H  3.11976  -0.32250  -0.94762
O  2.58437  -1.04069  -0.58220
H  0.83237  -0.36638  -2.89865
H  1.34653  -1.26770  -1.73866
O  0.71157  -1.24391  -2.46827
H  -1.92093  -0.67158  -1.12413
H  -0.97036  -1.27080  -2.26072
O  -1.94730  -1.10016  -2.03523

The value obtained for the relative energy (zero: lowest compared OMol25 entry of this formula, charge and spin) is 29.4 kcal/mol. The total energy is -26397.930 eV. The calculation puts the LUMO energy at 3.412 eV. As for the largest force on an atom: 3.50 eV Å⁻¹. The net charge is -1. For the HOMO energy, the calculation gives -4.103 eV.


C4H15N2OS | ωB97M-V with the def2-TZVPD basis set

Element x y z (Å)
N  -3.10949  -0.93672  0.43164
C  -2.18141  -0.11610  -0.35522
C  -1.06966  -0.56128  -1.28300
S  -0.01539  -1.98454  -0.77945
C  -1.35073  0.90798  0.57496
N  -0.08762  0.48188  1.27910
C  1.24413  0.88647  0.79060
H  5.29269  4.15742  -2.31855
H  -2.73805  -1.94060  0.50747
H  -3.95040  -0.94532  -0.12936
H  -2.84667  0.65259  -0.78464
H  -0.34425  0.26755  -1.52721
H  -1.56251  -0.64395  -2.27036
H  4.92028  3.03580  -2.32564
H  -2.00638  1.33170  1.44434
H  -1.20109  1.77205  -0.09913
H  -0.09080  -0.57928  1.35802
H  1.75005  1.57078  1.59101
H  1.81154  -0.02512  0.58812
H  1.10186  1.51848  -0.26780
H  1.59856  -2.82586  0.60719
H  2.67407  -3.42531  1.57355
O  2.16128  -2.59861  1.39436

The value obtained for the relative energy (zero: lowest compared OMol25 entry of this formula, charge and spin) is 203.4 kcal/mol. The total energy is -20239.534 eV. The calculation puts the LUMO energy at -8.541 eV. As for the largest force on an atom: 4.99 eV Å⁻¹. The net charge is +1. For the HOMO energy, the calculation gives -13.928 eV.


C4H15N3O | ωB97M-V with the def2-TZVPD basis set

Element x y z (Å)
C  -0.71639  -1.57739  0.34197
C  -1.45257  -0.24551  0.45386
N  -1.64065  0.06915  1.86428
C  -0.76599  0.93915  -0.31347
N  -0.51127  0.63239  -1.70173
C  0.88853  0.86129  -2.16612
N  1.94675  0.37218  -1.32097
H  -1.41941  -2.35355  0.65496
H  -0.33845  -1.85437  -0.64272
H  0.11009  -1.46079  1.04874
H  -2.41492  -0.25229  -0.07174
H  -0.79671  0.35438  2.32180
H  -2.25980  -0.47746  2.43818
H  -1.50461  1.74851  -0.24919
H  0.11776  1.20509  0.27237
H  -0.84178  -0.28234  -1.97846
H  0.88283  1.95282  -2.23808
H  1.00732  0.49005  -3.18289
H  1.71659  0.32455  -0.35608
H  2.50858  -0.30073  -1.79641
O  2.04310  -0.04621  2.55795
H  2.35217  -0.18174  1.67596
H  1.08882  0.08280  2.38781

The value obtained for the relative energy (zero: lowest compared OMol25 entry of this formula, charge and spin) is 35.6 kcal/mol. The total energy is -10907.997 eV. The calculation puts the LUMO energy at 0.818 eV. As for the largest force on an atom: 1.94 eV Å⁻¹. For the HOMO energy, the calculation gives -8.858 eV. As for the SMILES: C[C@@H](N)CNCN.O.


C4H15N3O | ωB97M-V with the def2-TZVPD basis set

Element x y z (Å)
C  -2.49448  1.52926  -0.19456
C  -1.05748  1.04628  -0.01296
N  -0.36228  1.61395  1.14739
N  -1.04784  -0.40214  0.05416
H  -2.52455  2.60971  -0.32613
H  -3.09355  1.26882  0.67953
H  -2.93185  1.05961  -1.07232
H  -0.46381  1.33610  -0.89021
H  -0.89076  1.44740  2.00004
H  -0.23881  2.61594  1.04577
H  -1.83833  -0.74660  0.58800
H  -0.17874  -0.74653  0.53212
N  0.80138  -1.28613  -1.77951
C  1.68140  -1.89417  -0.84718
C  1.93116  -1.14287  0.63840
O  2.19163  0.24224  0.55214
H  1.19092  -0.39557  -2.07484
H  -0.14296  -1.04073  -1.29531
H  1.32785  -2.89478  -0.59438
H  2.68196  -1.95869  -1.28135
H  1.21957  -1.39979  1.43668
H  2.86522  -1.60368  0.97492
H  1.37436  0.74238  0.71961

The value obtained for the relative energy (zero: lowest compared OMol25 entry of this formula, charge and spin) is 28.2 kcal/mol. The total energy is -10908.315 eV. The calculation puts the LUMO energy at 0.772 eV. As for the largest force on an atom: 2.61 eV Å⁻¹. For the HOMO energy, the calculation gives -8.214 eV. As for the SMILES: CC(N)N.NCCO.


C4H15N3S | ωB97M-V with the def2-TZVPD basis set

Element x y z (Å)
C  -0.00146  1.39124  2.30968
C  -1.26643  1.73169  1.44967
S  -1.98574  0.33046  0.63604
N  1.24486  1.15806  1.64089
H  -0.23520  0.55526  2.96633
H  0.11064  2.23052  2.97499
H  -1.06250  2.48117  0.69757
H  -2.04182  2.10540  2.09695
H  1.60896  1.98963  1.20146
H  1.22730  0.42470  0.93943
N  -0.16351  0.27620  -1.74905
C  -0.04966  -1.10163  -2.28343
C  0.18128  -2.11577  -1.16075
N  1.06490  -1.56171  -0.12840
H  -0.14620  0.91858  -2.53087
H  -1.10738  0.28320  -0.54082
H  0.71611  0.43448  -1.26905
H  -0.95449  -1.35310  -2.82742
H  0.75853  -1.16960  -3.00627
H  -0.75578  -2.45904  -0.74564
H  0.67399  -2.98540  -1.58482
H  0.51716  -1.27655  0.67814
H  1.66643  -2.28778  0.23536

The multiplicity is 2. The value obtained for the relative energy (zero: lowest compared OMol25 entry of this formula, charge and spin) is 0.0 kcal/mol. The total energy is -19688.414 eV. The calculation puts the LUMO energy (alpha / beta) at -2.618 / -7.692 eV. As for the largest force on an atom: 1.18 eV Å⁻¹. The net charge is +1. Its expectation value of S² is 0.75. For the HOMO energy (alpha / beta), the calculation gives -13.631 / -13.457 eV.


C4H15NO2 | ωB97M-V with the def2-TZVPD basis set

Element x y z (Å)
C  -0.27994  2.25934  0.90721
C  -0.16732  0.87418  1.45683
N  -0.13103  -0.10220  0.27062
C  0.06624  -1.50512  0.91628
C  0.05232  -2.51397  -0.20773
H  -1.09539  2.17784  0.19253
H  -0.51968  3.06212  1.60523
H  0.69840  2.51097  0.42841
H  -0.94790  0.66102  2.19553
H  0.83200  0.78650  1.93298
H  -0.93775  -0.12578  -0.27795
H  -0.83959  -1.67417  1.50496
H  0.91204  -1.44835  1.62293
H  0.90189  -2.28291  -0.87963
H  -0.90581  -2.43794  -0.72774
H  0.14819  -3.56548  0.08888
O  -1.18038  0.50057  -2.25792
H  -1.13180  -0.10634  -3.00036
H  -0.29177  0.89509  -2.13345
O  1.42814  0.95988  -1.42449
H  1.04342  0.38965  -0.68491
H  2.34571  0.68511  -1.52821

The value obtained for the relative energy (zero: lowest compared OMol25 entry of this formula, charge and spin) is 24.8 kcal/mol. The total energy is -9976.010 eV. The calculation puts the LUMO energy at 0.870 eV. As for the largest force on an atom: 5.67 eV Å⁻¹. For the HOMO energy, the calculation gives -9.479 eV. As for the SMILES: CCNCC.O.O.


C4H15NO2 | ωB97M-V with the def2-TZVPD basis set

Element x y z (Å)
C  -2.64837  0.89512  0.27956
C  -1.71762  -0.07054  0.99576
C  -0.82541  -0.83799  0.03171
N  -0.07974  0.03552  -0.87254
C  1.39799  -0.02479  -0.55315
H  -3.25446  0.34436  -0.44944
H  -3.31159  1.44188  0.95681
H  -2.06413  1.62463  -0.26220
H  -1.16372  0.41861  1.80452
H  -2.31548  -0.80908  1.54024
H  -0.16448  -1.51166  0.57487
H  -1.51077  -1.42793  -0.57459
H  -0.11636  -0.38817  -1.79253
H  1.54293  0.41178  0.42954
H  1.56123  -1.10256  -0.43956
H  2.10067  0.41633  -1.24609
O  0.12974  2.97565  0.56530
H  0.25086  2.01320  0.60687
H  0.46087  3.30916  1.40471
O  4.13358  -2.26141  -1.02685
H  4.16442  -2.93240  -0.33930
H  3.42984  -2.51971  -1.63365

The value obtained for the relative energy (zero: lowest compared OMol25 entry of this formula, charge and spin) is 31.6 kcal/mol. The total energy is -9975.715 eV. The calculation puts the LUMO energy at 0.627 eV. As for the largest force on an atom: 2.12 eV Å⁻¹. For the HOMO energy, the calculation gives -9.169 eV. As for the SMILES: CCCNC.O.O.


C4H15NO2 | ωB97M-V with the def2-TZVPD basis set

Element x y z (Å)
C  -2.08653  0.09258  0.88320
C  -0.78456  -0.64359  0.71793
N  0.15250  0.29094  0.05247
C  1.53665  0.28417  0.51535
C  2.03079  1.58771  1.10540
H  -2.78850  -0.69857  1.13593
H  -1.99091  0.86007  1.61028
H  -2.64248  0.56621  0.08886
H  -1.02534  -1.47752  0.05317
H  -0.34387  -1.06249  1.58903
H  -0.24486  1.22419  0.03732
H  1.75557  -0.45553  1.30751
H  2.14718  0.04719  -0.36166
H  1.63838  1.72801  2.05334
H  1.80321  2.41955  0.45245
H  3.15159  1.69449  1.38469
O  -0.01008  -2.54840  -1.54639
H  0.29663  -1.63469  -1.80758
H  -1.02276  -2.68856  -1.94554
O  -0.82416  -0.12895  -2.49818
H  -0.24926  0.32750  -3.15006
H  -0.49919  0.21570  -1.67753

The value obtained for the relative energy (zero: lowest compared OMol25 entry of this formula, charge and spin) is 48.1 kcal/mol. The total energy is -9974.998 eV. The calculation puts the LUMO energy at 0.785 eV. As for the largest force on an atom: 4.74 eV Å⁻¹. For the HOMO energy, the calculation gives -9.030 eV. As for the SMILES: CCNCC.O.O.


C4H15NO2 | ωB97M-V with the def2-TZVPD basis set

Element x y z (Å)
C  0.60518  -1.95150  -0.36403
C  0.29465  -1.10601  0.87772
N  -0.08964  0.36925  0.69461
C  -0.21665  0.86975  2.02198
C  0.92148  1.01733  -0.14225
H  1.07416  -2.87887  0.00736
H  -0.37233  -2.29705  -0.75135
H  1.16860  -1.39180  -1.08652
H  1.02126  -1.16393  1.65796
H  -0.64885  -1.41707  1.32360
H  0.49673  0.41564  2.78388
H  -1.21158  0.73333  2.46583
H  -0.07595  1.97843  2.06370
H  1.10588  0.41137  -1.03924
H  0.53982  2.02470  -0.48298
H  1.81201  1.33353  0.43232
H  0.51921  -1.07347  -3.60084
H  -0.94276  -0.50094  -1.62668
O  0.43707  -0.49892  -2.81604
H  -1.66559  1.02657  -0.80653
H  -2.29966  2.49476  -0.96736
O  -2.47304  1.60490  -0.64514

The value obtained for the relative energy (zero: lowest compared OMol25 entry of this formula, charge and spin) is 156.0 kcal/mol. The total energy is -9970.321 eV. The calculation puts the LUMO energy at -2.015 eV. As for the largest force on an atom: 4.12 eV Å⁻¹. For the HOMO energy, the calculation gives -9.085 eV.


C4H15NO2S | ωB97M-V with the def2-TZVPD basis set

Element x y z (Å)
C  -0.75425  -2.27115  -1.10835
C  -1.00978  -0.68301  -1.15976
N  -1.33976  -0.28154  0.21465
C  -0.32117  0.53064  0.76766
C  -0.78571  1.59313  1.83643
S  0.44430  2.27821  3.01691
H  -0.72632  -2.69625  -2.11723
H  -1.72809  -2.61536  -0.76811
H  0.05252  -2.61436  -0.50047
H  -0.22999  -0.12079  -1.64852
H  -1.84629  -0.53788  -1.84837
H  -2.22082  0.20484  0.28477
H  0.29674  -0.00504  1.51243
H  0.44543  1.09209  0.18199
H  -1.76114  1.26304  2.27034
H  -1.10154  2.51290  1.35673
H  0.93541  1.11659  3.38490
O  1.64397  2.52848  -0.95706
H  0.74718  2.35155  -1.28328
H  2.06235  2.75053  -1.79981
O  2.75487  -2.14639  -0.39900
H  2.49719  -1.81083  -1.26853
H  1.94490  -2.43940  0.03167

The value obtained for the relative energy (zero: lowest compared OMol25 entry of this formula, charge and spin) is 42.1 kcal/mol. The total energy is -20810.049 eV. The calculation puts the LUMO energy at 0.466 eV. As for the largest force on an atom: 5.10 eV Å⁻¹. For the HOMO energy, the calculation gives -9.000 eV. As for the SMILES: CCNCCS.O.O.


What did the fifth record say?
C4H15N3S | ωB97M-V with the def2-TZVPD basis set

Element x y z (Å)
C  -0.00146  1.39124  2.30968
C  -1.26643  1.73169  1.44967
S  -1.98574  0.33046  0.63604
N  1.24486  1.15806  1.64089
H  -0.23520  0.55526  2.96633
H  0.11064  2.23052  2.97499
H  -1.06250  2.48117  0.69757
H  -2.04182  2.10540  2.09695
H  1.60896  1.98963  1.20146
H  1.22730  0.42470  0.93943
N  -0.16351  0.27620  -1.74905
C  -0.04966  -1.10163  -2.28343
C  0.18128  -2.11577  -1.16075
N  1.06490  -1.56171  -0.12840
H  -0.14620  0.91858  -2.53087
H  -1.10738  0.28320  -0.54082
H  0.71611  0.43448  -1.26905
H  -0.95449  -1.35310  -2.82742
H  0.75853  -1.16960  -3.00627
H  -0.75578  -2.45904  -0.74564
H  0.67399  -2.98540  -1.58482
H  0.51716  -1.27655  0.67814
H  1.66643  -2.28778  0.23536

The multiplicity is 2. The value obtained for the relative energy (zero: lowest compared OMol25 entry of this formula, charge and spin) is 0.0 kcal/mol. The total energy is -19688.414 eV. The calculation puts the LUMO energy (alpha / beta) at -2.618 / -7.692 eV. As for the largest force on an atom: 1.18 eV Å⁻¹. The net charge is +1. Its expectation value of S² is 0.75. For the HOMO energy (alpha / beta), the calculation gives -13.631 / -13.457 eV.


- Number 9 is which compound?
  C4H15NO2


What did the eighth record say?
C4H15NO2 | ωB97M-V with the def2-TZVPD basis set

Element x y z (Å)
C  -2.08653  0.09258  0.88320
C  -0.78456  -0.64359  0.71793
N  0.15250  0.29094  0.05247
C  1.53665  0.28417  0.51535
C  2.03079  1.58771  1.10540
H  -2.78850  -0.69857  1.13593
H  -1.99091  0.86007  1.61028
H  -2.64248  0.56621  0.08886
H  -1.02534  -1.47752  0.05317
H  -0.34387  -1.06249  1.58903
H  -0.24486  1.22419  0.03732
H  1.75557  -0.45553  1.30751
H  2.14718  0.04719  -0.36166
H  1.63838  1.72801  2.05334
H  1.80321  2.41955  0.45245
H  3.15159  1.69449  1.38469
O  -0.01008  -2.54840  -1.54639
H  0.29663  -1.63469  -1.80758
H  -1.02276  -2.68856  -1.94554
O  -0.82416  -0.12895  -2.49818
H  -0.24926  0.32750  -3.15006
H  -0.49919  0.21570  -1.67753

The value obtained for the relative energy (zero: lowest compared OMol25 entry of this formula, charge and spin) is 48.1 kcal/mol. The total energy is -9974.998 eV. The calculation puts the LUMO energy at 0.785 eV. As for the largest force on an atom: 4.74 eV Å⁻¹. For the HOMO energy, the calculation gives -9.030 eV. As for the SMILES: CCNCC.O.O.